[1]
Formula: C46H56Br2DyN7O5S
Source: OMol25
Level of theory: ωB97M-V with the def2-TZVPD basis set

E_LUMO (alpha / beta), eV: -0.29 / 0.02
ΔE to the lowest compared entry with this formula, charge and spin, kcal per mole: 40.7

```
! RIJCOSX wB97M-V def2-TZVPD def2/J DEFGRID3
* xyz 0 6
Dy -2.117 -0.963 1.055
C -0.285 2.020 5.056
N 0.601 1.716 3.950
C 1.398 2.810 3.478
C 0.923 0.401 3.612
C 2.267 0.068 3.326
C 2.743 -1.231 3.495
C 1.864 -2.264 3.972
C 0.506 -1.991 3.875
C -0.037 -0.707 3.652
N -1.414 -0.563 3.381
C -2.427 -1.014 4.219
C -2.234 -1.853 5.302
C -3.281 -2.368 6.048
C -4.570 -1.987 5.796
C -4.824 -1.085 4.755
C -3.776 -0.609 3.944
N -4.052 0.320 2.927
C -5.403 0.197 2.318
C -3.842 1.745 3.377
H -0.833 1.100 5.320
H -1.008 2.833 4.776
H 0.298 2.380 5.938
H 2.145 3.100 4.279
H 0.733 3.680 3.279
H 1.899 2.571 2.517
H 2.924 0.840 2.950
H 3.789 -1.446 3.442
H 2.190 -3.250 4.322
H -0.164 -2.797 4.033
H -1.208 -2.211 5.509
H -3.071 -3.110 6.805
H -5.419 -2.334 6.415
H -5.827 -0.726 4.584
H -6.230 0.532 2.987
H -5.548 -0.834 1.998
H -5.403 0.823 1.425
H -4.375 1.966 4.353
H -4.318 2.420 2.663
H -2.794 1.967 3.462
C -6.638 0.050 -3.016
C -5.496 -0.897 -2.682
C -5.196 -1.972 -3.599
C -4.065 -2.767 -3.454
C -3.261 -2.380 -2.332
Br -1.756 -3.502 -2.030
N -3.492 -1.439 -1.446
C -4.648 -0.739 -1.571
H -6.860 0.022 -4.080
H -6.353 1.054 -2.673
H -7.505 -0.252 -2.411
H -5.952 -2.177 -4.374
H -3.742 -3.485 -4.212
H -4.871 -0.003 -0.792
C 6.734 -0.097 -4.571
O 5.346 -0.164 -4.126
C 4.341 0.592 -4.702
C 4.599 1.602 -5.616
C 3.591 2.388 -6.165
C 2.274 2.087 -5.866
C 1.934 1.010 -5.047
C 2.977 0.359 -4.311
N 2.753 -0.617 -3.296
C 1.781 -0.542 -2.280
N 1.386 -1.780 -1.846
C 1.076 -2.315 -0.541
C -0.115 -2.078 0.073
C -0.425 -3.023 1.110
C 0.362 -4.123 1.408
C 1.445 -4.450 0.594
C 1.999 -3.404 -0.181
O 3.156 -3.342 -0.904
C 4.317 -4.062 -0.396
N 1.228 0.542 -1.832
C 1.965 1.727 -1.942
C 1.378 2.876 -2.512
C 2.063 4.104 -2.456
C 3.322 4.241 -1.708
C 3.925 3.149 -1.068
C 3.218 1.921 -1.156
O 3.593 0.869 -0.395
C 4.980 0.577 -0.267
H 7.415 -0.445 -3.791
H 7.099 0.907 -4.822
H 6.830 -0.756 -5.424
H 5.579 1.808 -5.944
H 3.877 3.179 -6.826
H 1.472 2.600 -6.362
H 0.909 0.742 -4.869
H 3.183 -1.515 -3.381
H 1.857 -2.490 -2.409
H -1.404 -3.059 1.655
H 0.151 -4.763 2.245
H 1.878 -5.453 0.508
H 5.178 -3.745 -1.029
H 4.253 -5.176 -0.441
H 4.464 -3.779 0.667
H 0.412 2.770 -3.067
H 1.634 5.052 -2.861
H 3.753 5.238 -1.692
H 4.787 3.190 -0.431
H 5.027 -0.333 0.283
H 5.442 1.337 0.411
H 5.453 0.414 -1.280
Br -4.058 -2.948 1.461
O -1.239 0.150 -3.074
H -0.671 0.208 -2.278
H -2.183 0.103 -2.794
C -0.625 2.753 0.463
S -2.408 2.551 0.274
C -2.508 2.995 -1.504
O -2.469 1.013 0.268
H -0.369 3.654 1.034
H -0.054 2.698 -0.485
H -0.141 1.974 1.096
H -3.585 3.332 -1.648
H -2.245 2.171 -2.157
H -1.883 3.918 -1.722
*
```

=====

[2]
Formula: C14H13BO8
Source: OMol25
Level of theory: ωB97M-V with the def2-TZVPD basis set

E_LUMO, eV: -1.50
ΔE to the lowest compared entry with this formula, charge and spin, kcal per mole: 0.0
SMILES: O=C1C=C(O)C(=O)C=C1O.O=C1C=C(O)C(=O)C=C1O.BC=C

```
! RIJCOSX wB97M-V def2-TZVPD def2/J DEFGRID3
* xyz 0 1
B -0.658 0.427 3.306
C 0.631 -0.372 3.063
C 0.405 -1.682 3.243
H -1.162 1.013 2.401
H -1.204 0.382 4.367
H 1.591 -0.006 2.716
H 1.003 -2.458 2.786
H -0.415 -1.959 3.898
C 2.965 -0.759 -0.457
C 3.805 -1.207 0.488
C 5.306 -0.971 0.438
O 5.946 -1.421 1.373
C 5.862 -0.249 -0.680
C 5.025 0.198 -1.628
C 3.520 -0.024 -1.568
O 2.876 0.448 -2.489
O 5.406 0.872 -2.698
O 3.419 -1.887 1.554
H 1.897 -0.920 -0.417
H 6.930 -0.090 -0.718
H 4.584 1.064 -3.196
H 4.232 -2.069 2.070
C -5.805 0.410 -0.970
C -4.795 0.040 -0.169
C -3.352 0.447 -0.426
O -2.536 0.050 0.388
C -3.046 1.254 -1.582
C -4.056 1.622 -2.384
C -5.501 1.226 -2.120
O -6.320 1.639 -2.923
O -3.912 2.358 -3.471
O -4.938 -0.703 0.913
H -6.832 0.124 -0.791
H -2.018 1.533 -1.765
H -4.814 2.465 -3.839
H -4.038 -0.797 1.289
*
```

=====

[3]
Formula: C42H87FN3O17P2
Source: OMol25
Level of theory: ωB97M-V with the def2-TZVPD basis set

E_LUMO, eV: -2.12

```
! RIJCOSX wB97M-V def2-TZVPD def2/J DEFGRID3
* xyz 1 1
C -5.860 0.178 -1.497
C -6.635 1.492 -1.634
C -5.733 2.704 -1.875
C -4.738 2.998 -0.728
C -5.372 2.747 0.651
C -4.021 4.395 -0.862
P -5.067 5.796 -0.289
N -4.591 7.174 -0.860
O -5.002 5.692 1.305
O -6.554 5.354 -0.675
C -3.787 4.672 -2.353
C -2.717 5.695 -2.702
N -1.970 6.394 -1.592
C -0.757 6.986 -2.304
O -0.195 7.979 -1.545
C 0.023 9.215 -2.230
C -1.689 5.623 -0.265
C -2.059 6.508 0.948
C -1.432 7.866 1.101
N -0.763 8.112 2.146
C -0.186 5.317 -0.197
C 0.333 4.548 1.024
P 1.963 5.195 1.434
O 2.755 5.326 0.201
O 1.793 6.577 2.177
C 1.320 6.704 3.535
C 1.314 8.174 3.923
O 2.566 4.241 2.554
C 2.115 2.926 2.915
C 0.862 2.897 3.793
C -2.596 4.298 -0.211
F -2.718 3.988 1.121
O -1.947 3.278 -0.899
C -1.729 1.975 -0.328
C -0.645 1.283 -1.131
H -5.515 -0.012 -0.479
H -6.486 -0.666 -1.790
H -4.992 0.162 -2.163
H -7.285 1.413 -2.509
H -7.301 1.649 -0.783
H -6.327 3.577 -2.136
H -5.151 2.447 -2.767
H -3.956 2.258 -0.869
H -4.859 3.264 1.453
H -6.420 3.051 0.674
H -5.340 1.682 0.887
H -5.271 7.688 -1.406
H -5.497 6.416 1.721
H -7.127 6.120 -0.828
H -3.521 3.723 -2.814
H -4.720 5.020 -2.798
H -3.174 6.506 -3.267
H -1.956 5.248 -3.344
H -2.573 7.184 -1.327
H -0.071 6.166 -2.507
H -1.143 7.358 -3.257
H 0.453 9.894 -1.497
H 0.732 9.088 -3.050
H -0.920 9.623 -2.604
H -1.806 5.945 1.844
H -3.128 6.688 0.978
H -1.653 8.621 0.347
H -0.452 9.082 2.171
H 0.352 6.263 -0.252
H 0.105 4.753 -1.082
H 0.558 3.520 0.747
H -0.343 4.514 1.876
H 0.312 6.282 3.583
H 1.989 6.126 4.171
H 1.852 8.337 4.856
H 1.795 8.751 3.131
H 0.300 8.558 4.023
H 2.006 2.320 2.011
H 2.955 2.501 3.462
H 0.594 3.910 4.097
H 0.016 2.424 3.296
H 1.073 2.338 4.705
H -2.653 1.393 -0.385
H -1.486 2.054 0.727
H -0.130 0.564 -0.488
H 0.071 1.995 -1.540
H -1.111 0.708 -1.933
O -2.420 -1.084 -3.330
C -1.447 -1.768 -3.139
O -0.431 -1.690 -4.011
C 0.842 -2.320 -3.786
C 0.833 -3.780 -4.179
C -1.368 -2.729 -1.974
H 1.158 -2.174 -2.751
H 1.527 -1.750 -4.411
H 0.141 -4.363 -3.576
H 1.828 -4.211 -4.064
H 0.531 -3.893 -5.219
H -1.850 -3.660 -2.273
H -1.930 -2.301 -1.148
H -0.360 -2.954 -1.641
O -0.317 -6.798 -4.026
C 0.656 -7.487 -3.864
O 1.653 -7.401 -4.759
C 2.907 -8.090 -4.595
C 2.855 -9.515 -5.091
C 0.746 -8.477 -2.724
H 3.240 -8.028 -3.559
H 3.612 -7.512 -5.189
H 2.143 -10.117 -4.524
H 3.843 -9.962 -4.997
H 2.552 -9.538 -6.138
H 0.238 -9.390 -3.034
H 0.210 -8.060 -1.876
H 1.758 -8.731 -2.423
O 1.133 1.348 7.011
C 0.204 1.882 7.554
O -1.034 1.407 7.309
C -2.195 1.872 8.009
C -2.774 3.126 7.389
C 0.385 3.097 8.433
H -1.974 2.004 9.068
H -2.900 1.047 7.930
H -2.077 3.962 7.445
H -3.691 3.410 7.906
H -3.008 2.948 6.339
H 0.425 3.976 7.789
H 1.343 3.002 8.938
H -0.395 3.246 9.173
O 6.013 -8.932 -4.371
C 6.580 -8.360 -3.478
O 6.419 -8.828 -2.229
C 7.117 -8.297 -1.088
C 6.411 -7.092 -0.510
C 7.389 -7.108 -3.717
H 8.157 -8.084 -1.337
H 7.114 -9.109 -0.368
H 6.392 -6.261 -1.217
H 6.913 -6.764 0.399
H 5.385 -7.352 -0.254
H 6.702 -6.261 -3.731
H 7.849 -7.190 -4.697
H 8.157 -6.918 -2.974
O 5.743 -9.450 1.539
C 4.897 -10.271 1.301
O 4.828 -11.357 2.089
C 3.788 -12.339 1.976
C 4.092 -13.375 0.916
C 3.978 -10.146 0.107
H 2.824 -11.855 1.814
H 3.753 -12.799 2.961
H 4.147 -12.932 -0.079
H 3.314 -14.139 0.907
H 5.047 -13.855 1.125
H 4.510 -10.517 -0.770
H 3.772 -9.090 -0.048
H 3.038 -10.681 0.200
*
```

=====

[4]
Formula: C6H11NO
Source: OMol25
Level of theory: ωB97M-V with the def2-TZVPD basis set

E_LUMO, eV: 0.97
ΔE to the lowest compared entry with this formula, charge and spin, kcal per mole: 192.5

```
! RIJCOSX wB97M-V def2-TZVPD def2/J DEFGRID3
* xyz 0 1
C -0.169 -1.349 -0.753
C 0.778 -1.254 0.576
C 0.553 0.068 1.410
C 0.899 1.410 0.860
C -0.362 1.016 -0.005
C -1.118 1.216 -1.290
H 0.535 -1.771 -1.608
H -0.676 -2.334 -0.798
H 0.788 -2.210 1.026
H 1.886 -1.218 0.059
H 0.441 0.012 2.470
H 1.818 1.493 0.279
H 0.877 2.112 1.697
H 0.203 0.325 -0.715
H -0.564 1.614 -2.205
H -2.238 1.248 -1.552
H -1.520 -0.343 1.000
N -0.930 0.404 1.097
O -1.201 -0.440 -1.547
*
```

=====

[5]
Formula: C37H60Br2Cl44F6O6S
Source: OMol25
Level of theory: ωB97M-V with the def2-TZVPD basis set

E_LUMO, eV: 0.01

```
! RIJCOSX wB97M-V def2-TZVPD def2/J DEFGRID3
* xyz 0 1
C -0.493 4.623 4.033
C -0.414 3.407 3.189
Br 0.502 1.982 4.027
C -0.916 3.331 2.007
Br -1.819 4.921 1.456
C -0.865 2.127 1.058
C -1.868 1.090 1.470
F -2.201 0.313 0.484
F -1.439 0.277 2.376
C -3.208 1.611 2.030
F -3.163 1.911 3.216
F -4.021 0.598 1.985
F -3.744 2.515 1.332
C -1.254 2.722 -0.328
C -1.007 1.848 -1.571
C -2.308 1.420 -2.303
C -2.559 -0.041 -2.442
O -2.023 -0.767 -3.063
F -3.636 -0.498 -1.796
C 0.017 0.743 -1.428
C 0.597 0.490 -2.817
C 1.454 -0.746 -2.955
C 0.917 -2.048 -2.345
C 1.285 -3.220 -3.203
O 2.355 -3.450 -3.446
O 0.285 -3.982 -3.625
O 1.143 1.340 -0.717
S 0.862 1.548 0.816
O 1.666 2.594 1.208
O 1.183 0.374 1.490
H -0.115 4.398 5.023
H -1.497 4.974 4.131
H 0.182 5.343 3.604
H -2.270 3.040 -0.347
H -0.603 3.562 -0.420
H -0.546 2.510 -2.272
H -3.183 1.847 -1.861
H -2.302 1.809 -3.296
H -0.327 -0.148 -0.943
H 1.262 1.313 -2.981
H -0.150 0.589 -3.573
H 1.724 -0.932 -3.981
H 2.375 -0.529 -2.456
H -0.131 -2.052 -2.083
H 1.448 -2.203 -1.432
H -0.404 -3.924 -2.962
C -0.020 -3.459 1.353
Cl -0.815 -2.752 -0.061
Cl 1.728 -3.521 1.111
H -0.225 -2.843 2.219
H -0.406 -4.461 1.504
C -5.964 5.039 1.463
Cl -5.006 5.740 0.151
Cl -7.679 5.433 1.289
H -5.856 3.963 1.435
H -5.606 5.425 2.409
C -1.795 2.032 7.346
Cl -2.187 1.846 5.635
Cl -1.624 3.731 7.798
H -2.593 1.596 7.933
H -0.861 1.520 7.547
C 2.952 -0.327 -5.427
Cl 2.980 1.010 -4.272
Cl 1.308 -0.942 -5.645
H 3.329 0.022 -6.379
H 3.570 -1.130 -5.045
C 6.440 -3.088 -5.384
Cl 4.998 -3.153 -4.359
Cl 6.089 -2.326 -6.939
H 7.203 -2.515 -4.877
H 6.790 -4.099 -5.560
C 1.117 -7.177 0.160
Cl -0.243 -7.909 1.029
Cl 0.570 -6.228 -1.227
H 1.652 -6.522 0.837
H 1.770 -7.963 -0.194
C 4.779 -6.178 -6.627
Cl 4.076 -5.575 -8.132
Cl 6.420 -6.795 -6.876
H 4.821 -5.369 -5.910
H 4.159 -6.980 -6.248
C -10.362 3.602 2.791
Cl -11.208 4.399 4.122
Cl -10.144 1.874 3.094
H -10.938 3.730 1.884
H -9.383 4.048 2.674
C 2.013 5.466 0.811
Cl 0.895 6.370 -0.225
Cl 2.757 6.511 2.028
H 1.467 4.679 1.313
H 2.791 5.036 0.194
C 5.495 -1.819 0.715
Cl 6.759 -1.705 -0.516
Cl 4.889 -3.468 0.906
H 5.902 -1.488 1.662
H 4.671 -1.181 0.421
C -6.458 -0.600 0.432
Cl -7.836 -1.627 0.881
Cl -6.951 0.758 -0.584
H -6.014 -0.212 1.333
H -5.739 -1.200 -0.112
C 4.271 -6.907 -3.032
Cl 4.829 -5.527 -2.091
Cl 3.876 -8.281 -1.989
H 3.380 -6.617 -3.576
H 5.050 -7.204 -3.722
C 3.272 4.647 -2.902
Cl 2.236 3.491 -2.061
Cl 4.652 3.753 -3.523
H 2.717 5.071 -3.728
H 3.604 5.429 -2.230
C 1.720 9.741 -2.108
Cl 0.038 9.621 -2.634
Cl 2.661 8.332 -2.608
H 2.161 10.627 -2.545
H 1.743 9.805 -1.027
C 10.089 -0.642 -1.512
Cl 9.195 0.094 -2.850
Cl 11.836 -0.541 -1.758
H 9.834 -0.121 -0.599
H 9.806 -1.684 -1.438
C -8.429 -4.237 -1.389
Cl -7.086 -4.474 -2.515
Cl -9.268 -5.756 -1.047
H -8.039 -3.838 -0.463
H -9.133 -3.540 -1.826
C -4.945 -1.162 4.786
Cl -5.136 -0.231 6.276
Cl -4.932 -2.901 5.094
H -5.771 -0.931 4.125
H -4.006 -0.882 4.323
C 2.260 6.639 6.105
Cl 0.878 5.627 6.560
Cl 1.743 8.073 5.211
H 2.771 6.955 7.003
H 2.930 6.057 5.482
C 0.503 -11.776 -0.111
Cl 1.408 -12.831 0.980
Cl 1.573 -10.711 -1.030
H -0.054 -12.390 -0.807
H -0.172 -11.165 0.474
C 2.298 -6.190 -11.242
Cl 1.738 -6.560 -12.877
Cl 2.817 -4.508 -11.091
H 1.486 -6.365 -10.548
H 3.135 -6.834 -11.006
C 5.510 6.415 8.957
Cl 4.064 5.867 9.811
Cl 5.096 7.427 7.566
H 6.121 6.993 9.636
H 6.057 5.550 8.605
C -8.300 0.403 8.524
Cl -9.472 1.310 7.564
Cl -7.571 1.413 9.782
H -8.794 -0.437 8.995
H -7.523 0.052 7.859
*
```

=====

[6]
Formula: C4H9I2N
Source: OMol25
Level of theory: ωB97M-V with the def2-TZVPD basis set

E_LUMO, eV: -0.04
ΔE to the lowest compared entry with this formula, charge and spin, kcal per mole: 46.2

```
! RIJCOSX wB97M-V def2-TZVPD def2/J DEFGRID3
* xyz 0 1
C -0.391 -1.580 0.418
C 0.186 -0.082 -1.500
C -0.850 1.452 0.847
C 0.321 -0.336 -0.001
N 1.640 -0.218 0.509
I -2.770 1.454 -0.008
I 2.797 1.257 -0.103
H -1.389 -1.653 -0.162
H 0.291 -2.432 0.235
H -0.746 -1.422 1.390
H 0.053 1.008 -1.602
H -0.648 -0.602 -2.054
H 1.030 -0.494 -1.892
H -0.821 1.342 1.905
H -0.269 2.277 0.471
H 1.565 0.031 1.548
*
```

=====

| no. | DFT total energy (a.u.) |
| --- | --- |
| 1 | -8977.0582 |
| 2 | -1167.9738 |
| 3 | -3878.3434 |
| 4 | -364.9247 |
| 5 | -28290.9085 |
| 6 | -807.8191 |